a | Density functional theory data (wB97M-V/def2-TZVPD) for a 5-piece molecular cluster, C2H13NO4 overall.

## Properties
HOMO-LUMO gap ... 8.180 eV

Structure (ORCA input):
```
! wB97M-V def2-TZVPD RIJCOSX def2/J DEFGRID3
* xyz 0 1
C 1.56 2.02 0.87
C 0.47 1.75 0.03
N 0.21 2.53 -1.03
H 2.47 2.54 0.60
H 1.55 1.88 2.05
H -0.36 1.26 0.41
H 0.65 3.45 -1.32
H -0.60 2.47 -1.58
O 2.50 -2.26 1.64
H 2.83 -1.62 0.98
H 3.22 -2.36 2.19
O -1.95 -3.89 -0.05
H -1.01 -3.88 -0.31
H -1.75 -3.59 0.90
O -2.85 1.40 -1.16
H -3.16 0.62 -0.63
H -3.53 1.26 -1.93
O -0.43 -1.22 -0.38
H 0.36 -0.98 0.08
H -0.17 -1.39 -1.34
*
```

b | Density functional theory data (wB97M-V/def2-TZVPD) for a 5-piece molecular cluster, C2H13NO4 overall.

## Properties
HOMO-LUMO gap ... 10.805 eV

Structure (ORCA input):
```
! wB97M-V def2-TZVPD RIJCOSX def2/J DEFGRID3
* xyz 0 1
C 0.79 2.55 -1.38
N 1.29 1.91 -0.41
C 2.63 1.34 -0.71
H -0.06 3.20 -1.17
H 1.21 2.57 -2.39
H 2.79 0.45 -0.10
H 3.41 2.07 -0.55
H 2.55 0.94 -1.73
O -0.68 -3.12 -0.29
H -0.31 -3.66 0.41
H -1.51 -2.77 0.06
O -3.07 -1.44 0.00
H -3.81 -1.29 -0.59
H -2.82 -0.55 0.30
O 0.39 -1.18 2.15
H 0.48 -2.12 2.39
H 0.10 -1.35 1.24
O -1.50 0.79 0.71
H -0.61 0.95 0.39
H -1.28 0.72 1.66
*
```

Order from most stable to least stable according to the calculation: b, a

a | Density functional theory data (wB97M-V/def2-TZVPD) for one molecule with the formula C3H4OS2.

## Properties
HOMO-LUMO gap (spin up / spin down) ... 8.045 / 6.598 eV

Structure (ORCA input):
```
! wB97M-V def2-TZVPD RIJCOSX def2/J DEFGRID3
* xyz 0 1
C 0.18 -1.85 1.28
C 0.03 -0.57 1.06
C -0.17 -0.04 -0.26
O -2.52 -4.47 0.03
S 0.06 -3.43 0.91
S -1.61 -3.36 -0.32
H -0.02 -0.06 1.98
H 0.71 0.63 -0.36
H -1.11 0.56 -0.46
H -0.12 -0.96 -1.00
*
```

b | Density functional theory data (wB97M-V/def2-TZVPD) for one molecule with the formula C3H4OS2.

## Properties
HOMO-LUMO gap ... 7.637 eV

Structure (ORCA input):
```
! wB97M-V def2-TZVPD RIJCOSX def2/J DEFGRID3
* xyz 0 1
C 0.06 -1.48 0.52
C 0.34 0.13 0.18
O 1.37 0.63 0.66
C -0.55 1.03 -0.75
S -1.59 0.01 -1.70
S -0.38 2.78 -0.72
H -0.85 -1.99 0.62
H 0.84 -1.68 1.10
H 0.41 -2.08 -0.44
H 0.36 2.63 0.54
*
```

c | Density functional theory data (wB97M-V/def2-TZVPD) for a 2-piece molecular cluster, C3H4OS2 overall.

## Properties
HOMO-LUMO gap (spin up / spin down) ... 8.267 / 6.237 eV

Structure (ORCA input):
```
! wB97M-V def2-TZVPD RIJCOSX def2/J DEFGRID3
* xyz 0 1
C -1.79 1.03 0.25
C -2.68 0.22 0.05
C 1.32 0.45 0.03
O 2.36 -1.85 0.70
S -3.69 -1.04 -0.21
S 2.07 -1.03 -0.47
H -1.13 1.83 0.42
H 1.54 0.81 1.02
H 1.13 1.15 -0.76
H 0.87 -1.57 -1.04
*
```

Order from most stable to least stable according to the calculation: b, a, c

a | Density functional theory data (wB97M-V/def2-TZVPD) for one molecule with the formula C2H4S3.

## Properties
HOMO-LUMO gap ... 9.657 eV

Structure (ORCA input):
```
! wB97M-V def2-TZVPD RIJCOSX def2/J DEFGRID3
* xyz 0 1
S -1.35 -0.80 -1.20
C -0.19 -0.48 0.24
S 0.97 -1.77 0.66
C 0.45 1.11 0.28
S -0.74 0.67 1.52
H -2.22 0.04 -0.93
H 1.61 -1.64 -0.48
H 1.42 1.20 0.48
H 0.04 1.66 -0.55
*
```

b | Density functional theory data (wB97M-V/def2-TZVPD) for C2H4S3 as an isolated structure.

## Properties
HOMO-LUMO gap ... 7.572 eV

Structure (ORCA input):
```
! wB97M-V def2-TZVPD RIJCOSX def2/J DEFGRID3
* xyz 0 1
C -0.46 -0.13 0.90
C 0.75 -0.12 0.01
H -2.38 0.24 -0.57
H -1.03 -1.09 0.79
H -0.02 0.21 1.93
H 1.85 -0.72 -2.06
S -1.49 1.34 0.34
S 0.53 -0.48 -1.60
S 2.25 0.74 0.25
*
```

Order from most stable to least stable according to the calculation: a, b

a | Density functional theory data (wB97M-V/def2-TZVPD) for one molecule with the formula C4H8O2S.

## Properties
HOMO-LUMO gap ... 8.950 eV

Structure (ORCA input):
```
! wB97M-V def2-TZVPD RIJCOSX def2/J DEFGRID3
* xyz 0 1
C 2.80 -0.64 -0.50
S 0.94 -0.37 0.39
O 1.00 -0.55 1.88
C -0.14 1.04 0.06
C -1.57 0.46 0.09
C -1.41 -0.95 -0.39
O -0.12 -1.41 -0.33
H 3.45 -0.57 0.38
H 2.82 0.46 -0.86
H 0.15 1.38 -0.86
H 0.17 1.90 0.75
H -2.23 1.18 -0.37
H -1.93 0.63 1.17
H -2.15 -1.59 0.04
H -1.76 -0.97 -1.47
*
```

b | Density functional theory data (wB97M-V/def2-TZVPD) for one molecule with the formula C4H8O2S.

## Properties
HOMO-LUMO gap ... 9.852 eV

Structure (ORCA input):
```
! wB97M-V def2-TZVPD RIJCOSX def2/J DEFGRID3
* xyz 0 1
O -0.92 0.43 2.55
C -0.77 -0.57 1.91
O -1.63 -1.58 1.92
C 0.39 -0.85 0.95
C 0.09 0.07 -0.24
C 1.21 0.04 -1.25
S 0.74 1.15 -2.65
H -2.46 -1.42 2.39
H 1.25 -0.60 1.58
H 0.47 -1.88 0.58
H -0.09 1.08 0.12
H -0.83 -0.32 -0.71
H 2.16 0.37 -0.82
H 1.41 -0.94 -1.67
H 1.76 0.85 -3.47
*
```

Order from most stable to least stable according to the calculation: b, a

a | Density functional theory data (wB97M-V/def2-TZVPD) for one molecule with the formula C4H8O2S.

## Properties
HOMO-LUMO gap ... 9.846 eV

Structure (ORCA input):
```
! wB97M-V def2-TZVPD RIJCOSX def2/J DEFGRID3
* xyz 0 1
O -1.10 0.39 -1.80
C -0.87 0.15 -0.67
C -1.31 1.10 0.44
O -0.68 0.92 1.73
C -0.14 -1.14 -0.19
C 1.31 -0.84 0.10
S 2.32 -0.27 -1.28
H -1.24 2.18 0.14
H -2.41 0.83 0.49
H 0.23 1.18 1.60
H -0.68 -1.41 0.76
H -0.23 -1.92 -0.99
H 1.85 -1.65 0.49
H 1.50 -0.13 0.92
H 1.45 0.62 -1.75
*
```

b | Density functional theory data (wB97M-V/def2-TZVPD) for one molecule with the formula C4H8O2S.

## Properties
HOMO-LUMO gap ... 9.657 eV

Structure (ORCA input):
```
! wB97M-V def2-TZVPD RIJCOSX def2/J DEFGRID3
* xyz 0 1
O 0.67 0.50 -1.66
C 0.73 -0.07 -0.38
C 0.43 1.00 0.70
O 0.17 2.25 0.17
C -0.79 0.13 1.17
C -0.61 -0.84 -0.03
S -0.46 -2.59 0.22
H 0.51 -0.09 -2.40
H 1.67 -0.57 -0.22
H 1.16 1.16 1.51
H -0.10 2.19 -0.73
H -0.70 -0.35 2.14
H -1.74 0.70 1.17
H -1.31 -0.62 -0.82
H 0.36 -2.81 -0.83
*
```

Order from most stable to least stable according to the calculation: a, b

a | Density functional theory data (wB97M-V/def2-TZVPD) for an isolated ion of composition C3H8NOS and charge +1.

## Properties
HOMO-LUMO gap ... 9.481 eV

Structure (ORCA input):
```
! wB97M-V def2-TZVPD RIJCOSX def2/J DEFGRID3
* xyz 1 1
N 0.36 0.24 -1.59
C -0.18 -0.40 -0.33
C -1.46 0.38 -0.04
O -1.90 1.13 -0.86
C 0.78 -0.36 0.83
S 0.10 -1.00 2.41
H -0.49 0.43 -2.13
H 0.79 1.15 -1.40
H 1.10 -0.31 -2.03
H -0.41 -1.43 -0.62
H -1.77 0.34 1.02
H 1.68 -0.94 0.59
H 1.10 0.64 1.07
H 0.30 0.14 3.07
*
```

b | Density functional theory data (wB97M-V/def2-TZVPD) for an isolated ion of composition C3H8NOS and charge +1.

## Properties
HOMO-LUMO gap ... 9.231 eV

Structure (ORCA input):
```
! wB97M-V def2-TZVPD RIJCOSX def2/J DEFGRID3
* xyz 1 1
N -0.95 -1.36 0.04
C 0.27 -0.39 0.06
C 0.90 -0.39 -1.42
O 0.41 -1.12 -2.20
C -0.18 0.97 0.53
S 1.26 2.07 0.83
H -0.69 -2.34 0.52
H -1.23 -1.67 -0.97
H -1.76 -0.88 0.46
H 1.01 -0.85 0.75
H 1.61 0.40 -1.55
H -0.82 0.80 1.50
H -0.82 1.69 -0.16
H 0.97 3.07 1.61
*
```

Order from most stable to least stable according to the calculation: a, b